107
Properties=species:S:1:pos:R:3 method="wB97M-V/def2-TZVPD" total_charge=+2 e_above_lowest_ev=1.121 e_lumo_ha=-0.2028
Rh -0.50659 -1.02309 -0.22736
C -2.68164 -4.48787 -2.36215
C -1.20005 -4.45431 -1.97805
O -0.49812 -5.62798 -2.36872
P -1.00787 -4.36810 -0.16074
O 0.32340 -5.12521 0.17300
O -2.09540 -5.30587 0.48874
O -1.10722 -2.97291 0.39562
P -0.36551 -2.97356 -2.67252
O 1.02493 -2.98547 -1.84458
O -0.07458 -3.09764 -4.10672
O -1.17462 -1.79947 -2.04392
H -3.11979 -5.44177 -2.07072
H -2.78878 -4.36573 -3.44139
H -3.23505 -3.67993 -1.87924
H -0.56253 -5.72460 -3.32850
H 0.36309 -6.02848 -0.18595
H -2.93514 -4.89756 0.74162
H 1.72518 -3.37058 -2.39279
O -0.79159 -0.56978 1.69034
S -2.02159 0.24483 2.22075
C -1.36687 1.88972 2.44426
C -2.42567 2.92546 2.74040
C -2.04179 4.05250 3.46224
C -2.95780 5.05703 3.73118
C -4.27087 4.93693 3.29464
C -4.66278 3.81102 2.58821
C -3.74357 2.80788 2.30651
C -2.14607 -0.32035 3.93132
C -0.87093 -0.33013 4.72248
C 0.02055 -1.39214 4.59325
C 1.20912 -1.39449 5.30718
C 1.52044 -0.33234 6.14651
C 0.63385 0.72730 6.28238
C -0.56123 0.72642 5.57472
H -0.82196 2.07753 1.51473
H -0.63059 1.83246 3.24564
H -1.01915 4.14581 3.81314
H -2.64767 5.93252 4.28594
H -4.98725 5.71857 3.50999
H -5.68670 3.70899 2.25338
H -4.06830 1.94006 1.74289
H -2.58052 -1.31641 3.84192
H -2.89976 0.35942 4.33971
H -0.22279 -2.22059 3.93811
H 1.89160 -2.23005 5.21621
H 2.44276 -0.34121 6.71286
H 0.86491 1.54780 6.94928
H -1.26696 1.54129 5.70277
I -4.72077 3.55818 -1.77369
C -3.87431 1.72134 -1.45920
C -4.36730 0.48387 -1.80231
N -3.50201 -0.41985 -1.31690
N -2.46143 0.14897 -0.68433
C -2.67082 1.45648 -0.79865
H -5.26206 0.19683 -2.33015
H -3.49202 -1.41394 -1.46861
H -1.97539 2.16897 -0.38810
O 0.17149 0.57601 -1.29892
S 0.69204 0.26803 -2.75024
C -0.44606 0.96573 -3.89714
C -0.70416 0.19644 -5.02348
C -1.51383 0.73342 -6.01684
C -2.03933 2.00709 -5.86949
C -1.77073 2.76038 -4.72871
C -0.97255 2.24076 -3.72566
C 2.02476 1.42146 -2.93439
C 2.81596 1.26567 -4.06382
C 3.85096 2.16214 -4.27769
C 4.08411 3.18646 -3.36799
C 3.28433 3.32168 -2.24071
C 2.24300 2.43089 -2.01034
H -0.29271 -0.80285 -5.11106
H -1.72981 0.15313 -6.90396
H -2.66028 2.42507 -6.65117
H -2.17415 3.75864 -4.63159
H -0.73864 2.82261 -2.84296
H 2.62406 0.46449 -4.76980
H 4.47859 2.05787 -5.15271
H 4.89496 3.88198 -3.53947
H 3.46732 4.12651 -1.54080
H 1.62013 2.50771 -1.12862
C 3.58857 -3.72495 0.66184
C 2.44111 -3.22356 1.49845
O 2.35052 -1.77214 1.45428
P 1.69760 -0.86020 0.37357
O 1.88757 0.56038 1.00494
C 1.97279 0.87913 2.43450
C 2.19634 2.36278 2.55075
O 2.59555 -0.82912 -0.90332
C 3.98459 -0.33681 -0.80380
C 4.77848 -0.94767 -1.92476
H 3.66004 -4.80796 0.76861
H 4.53427 -3.29126 0.98886
H 3.44536 -3.49254 -0.39386
H 2.58481 -3.45033 2.55192
H 1.49566 -3.63014 1.18339
H 2.80523 0.31494 2.84943
H 1.06219 0.54478 2.91543
H 3.13952 2.65550 2.08910
H 2.23140 2.63484 3.60696
H 1.39533 2.92601 2.06939
H 4.38140 -0.61915 0.17168
H 3.94322 0.74757 -0.86830
H 4.87769 -2.02646 -1.80312
H 5.77901 -0.51316 -1.92836
H 4.31384 -0.73853 -2.88666

=====

34
Properties=species:S:1:pos:R:3 method="wB97M-V/def2-TZVPD" total_charge=0 e_above_lowest_ev=0.000 e_lumo_ha=-0.0805
C -0.17184 -2.45601 2.91594
C 0.69830 -1.26243 3.04891
S 2.36079 -1.52390 3.11786
O 0.20841 -0.14799 3.10513
H -1.21272 -2.13258 2.87194
H 0.06075 -3.00527 2.00193
H -0.05063 -3.12353 3.77133
C -2.32786 1.42341 -1.43872
N -1.00571 0.87688 -1.11356
C -0.10969 1.73087 -0.44092
C -0.42191 3.05646 -0.12105
C 0.47127 3.85491 0.56059
C 1.70984 3.36243 0.95105
C 2.05424 2.07164 0.65600
C 1.16179 1.23387 -0.04320
C 1.50014 -0.09009 -0.32895
C 0.61273 -0.94742 -0.98496
C -0.66495 -0.46708 -1.39220
C -1.51375 -1.37426 -2.03640
C -1.13715 -2.68302 -2.26527
C 0.10736 -3.14469 -1.85871
C 0.97101 -2.29077 -1.22796
H -2.96560 0.70652 -1.94704
H -2.82804 1.73062 -0.52026
H -2.21688 2.29434 -2.08428
H -1.38192 3.45592 -0.39715
H 0.20492 4.86974 0.80450
H 2.39467 3.99395 1.49241
H 3.00304 1.67454 0.97332
H 2.45785 -0.46467 -0.01586
H -2.48568 -1.05441 -2.35779
H -1.81230 -3.36151 -2.76092
H 0.39344 -4.17011 -2.03660
H 1.93608 -2.63635 -0.89910

=====

14
Properties=species:S:1:pos:R:3 method="wB97M-V/def2-TZVPD" smiles=Nc1c[nH]c(N)c1 total_charge=0 e_above_lowest_ev=0.467 e_lumo_ha=0.0399
N -2.48292 -0.24266 0.01259
C -1.12890 -0.07027 -0.36659
C -0.04141 -0.91016 -0.28764
C 1.09135 -0.08076 -0.04196
N 2.33325 -0.55535 0.41490
C 0.66834 1.22615 -0.09070
N -0.68956 1.21344 -0.35088
H -2.78766 -1.19385 -0.15441
H -2.42126 -0.15003 1.02688
H -0.07135 -1.99374 -0.27507
H 3.10181 0.08147 0.25922
H 2.55662 -1.47033 0.04970
H 1.18631 2.14367 0.12518
H -1.31465 2.00242 -0.32122

=====

49
Properties=species:S:1:pos:R:3 method="wB97M-V/def2-TZVPD" total_charge=+1 e_above_lowest_ev=1.500 e_lumo_ha=-0.0875
Pt -0.46991 0.54756 0.67084
N 1.24647 1.58878 1.65461
C 1.48051 3.02819 1.38882
C 1.24525 3.34909 -0.07095
N -0.01356 2.78104 -0.54273
C -1.27032 3.49540 -0.28461
C -1.88489 3.12345 1.06235
N -2.03822 1.64927 1.20514
H 1.25418 1.40413 2.64784
H 1.96102 1.01337 1.22383
H 2.48550 3.33524 1.66857
H 0.79398 3.58780 2.01840
H 2.03766 2.89748 -0.67240
H 1.30570 4.43217 -0.20959
H 0.06406 2.54599 -1.51731
H -1.96578 3.20620 -1.07415
H -1.16259 4.58258 -0.33258
H -2.85383 3.60770 1.16610
H -1.26514 3.45614 1.88919
H -2.76577 1.28250 0.58994
H -2.31144 1.39946 2.15078
C -3.72064 -2.21496 0.18429
C -2.23913 -1.94561 -0.07018
O -2.00244 -0.66774 0.41342
C -1.40725 -3.04331 0.72618
F -0.95695 -4.06413 -0.03041
F -2.14810 -3.59390 1.69918
F -0.33335 -2.50660 1.31633
C -2.00688 -1.95655 -1.62303
F -0.90921 -1.25353 -1.94980
F -3.04117 -1.36870 -2.25050
F -1.87560 -3.18258 -2.15367
H -3.90737 -2.16475 1.25166
H -4.03293 -3.19800 -0.18043
H -4.30375 -1.45180 -0.31593
C 2.90320 -2.47910 0.58969
P 2.23527 -1.38267 -0.62801
C 3.59415 -0.42715 -1.24658
C 1.67741 -2.37744 -1.97380
O 1.16980 -0.48449 -0.03444
H 3.72115 -3.07441 0.17236
H 2.11312 -3.14938 0.93712
H 3.27800 -1.90651 1.44101
H 4.34268 -1.07090 -1.71799
H 4.06974 0.12281 -0.43065
H 3.22494 0.28322 -1.98887
H 2.51188 -2.96395 -2.36584
H 1.27985 -1.73981 -2.76350
H 0.89069 -3.05159 -1.63969

=====

no.,E_HOMO (eV)
1,-13.297
2,-5.883
3,-7.242
4,-10.522